A) Formula: C9H8N2
Source: the OMol25 dataset
Level of theory: the ωB97M-V functional and the def2-TZVPD basis

ORCA input file:
```
! wB97M-V def2-TZVPD RIJCOSX def2/J DEFGRID3
* xyz 0 1
C -0.36903 -0.49328 3.32049
H 1.76063 -0.52970 4.11907
C 1.23071 0.18364 -2.40566
C -1.12408 0.19221 -0.94705
H 2.13280 0.42190 -2.99074
H -2.24414 0.28912 -0.30269
N -0.89869 -0.23846 1.94840
N 1.31206 -0.37975 1.78840
C -0.02429 0.41711 -3.11851
H 2.02154 -0.13483 -0.72427
H -2.15377 0.59947 -2.86514
C 0.17302 -0.26814 1.17469
C -1.22419 0.47873 -2.37325
H -0.03451 0.53335 -4.16352
H -1.73702 -0.05511 1.66291
C 0.90318 -0.54000 3.12117
C 0.08024 0.02404 -0.29628
H -1.03602 -0.52499 4.17489
C 1.23157 0.02469 -1.12290
*
```

The calculation puts the gap between HOMO and LUMO at 0.3451 Eh. The structure (SMILES) is c1ccc(-c2ncc[nH]2)cc1.

=====

B) Formula: C9H8N2
Source: the OMol25 dataset
Level of theory: the ωB97M-V functional and the def2-TZVPD basis

ORCA input file:
```
! wB97M-V def2-TZVPD RIJCOSX def2/J DEFGRID3
* xyz 0 1
H -0.48722 -1.89402 -0.51956
C 3.07315 0.61046 -0.31515
H 1.51882 -1.71810 0.78297
N 1.79180 1.05633 -0.44269
H 4.01961 1.33356 -0.52606
C -1.12311 -1.11735 -0.28891
H -2.96808 2.12389 0.48239
H -4.30523 -0.08960 0.32530
C -1.18172 1.18828 0.24798
C 3.11278 -0.60784 0.22358
C -3.25488 -0.00236 0.00515
C -2.51158 1.12552 0.26078
H -0.76072 2.16784 0.41281
H 3.90381 -1.34363 0.66972
C -0.46739 0.00479 -0.04314
C 1.03383 0.11116 -0.06427
C -2.50340 -1.22822 -0.30356
H -3.03518 -2.03736 -0.48697
N 1.78651 -0.92051 0.51766
*
```

The calculation puts the gap between HOMO and LUMO at 0.3444 Eh. The structure (SMILES) is c1ccc(-c2ncc[nH]2)cc1.

=====

Calculated relative energies: A) 31.4; B) 0.0, given in kcal/mol

=====

A) Formula: C9H8N2
Source: the OMol25 dataset
Level of theory: the ωB97M-V functional and the def2-TZVPD basis

ORCA input file:
```
! wB97M-V def2-TZVPD RIJCOSX def2/J DEFGRID3
* xyz 0 1
N -1.04890 1.68590 -1.59576
C 2.08687 -0.28121 1.29301
C -0.72983 0.31285 -1.32786
H -0.94101 -0.70746 2.69359
H 1.56699 -1.12235 3.17481
H -2.22315 -1.12412 -0.41961
H 3.08651 -0.08847 1.55779
C 1.75225 0.12025 0.01379
H -0.32803 2.32832 -1.25092
C -0.69156 -0.69840 -2.43787
C -0.51637 -0.35088 0.75766
C -0.13999 -0.64458 2.00476
H -1.40016 2.01257 -2.50169
H 2.57897 0.40661 -0.66454
C 1.23761 -0.64796 2.29312
H -2.39004 0.50049 0.04966
C 0.41678 0.02332 -0.22967
C -1.65052 -0.25312 -0.13069
N -0.66643 -1.47176 -3.27958
*
```

The calculation puts the gap between HOMO and LUMO at 0.3744 Eh. The structure (SMILES) is N#C[C@@]1(N)Cc2ccccc21.

=====

B) Formula: C9H8N2
Source: the OMol25 dataset
Level of theory: the ωB97M-V functional and the def2-TZVPD basis

ORCA input file:
```
! wB97M-V def2-TZVPD RIJCOSX def2/J DEFGRID3
* xyz 0 1
C -2.06928 -1.40876 0.55744
H -2.41811 -2.76984 -1.12225
H 1.17175 0.23810 -2.74874
H -0.16091 0.61662 2.92101
C -1.84111 -1.91402 -0.74051
H 2.20230 2.26697 0.90249
N -1.32287 -0.53022 1.10758
N 0.33837 1.35136 2.37333
H -0.62077 -1.78457 -2.45352
H 1.15415 1.74857 2.82988
C 1.55956 1.54975 0.37448
H 2.67752 1.61183 -1.48209
C 1.81321 1.20992 -0.98629
C -0.30275 0.00476 0.39962
C 1.01102 0.34140 -1.69856
C 0.55288 0.97509 1.06125
H -2.91284 -1.75965 1.13395
C -0.02867 -0.34426 -0.95584
C -0.80344 -1.40306 -1.47322
*
```

The calculation puts the gap between HOMO and LUMO at 0.3071 Eh. The structure (SMILES) is Nc1cccc2cccnc12.

=====

Calculated relative energies: A) 59.4; B) 0.0, given in kcal/mol

=====

A) Formula: C4H12N3
Source: the OMol25 dataset
Level of theory: the ωB97M-V functional and the def2-TZVPD basis

ORCA input file:
```
! wB97M-V def2-TZVPD RIJCOSX def2/J DEFGRID3
* xyz 1 1
N -2.29201 -1.06556 0.60404
C -1.93934 1.46716 -0.27760
H 1.14436 -1.46643 -0.35424
H 2.99936 0.70404 0.01027
H 3.19753 -0.70979 0.99713
H 0.89119 1.17284 0.79826
N 0.52687 0.24342 0.71306
H -1.17717 2.01971 0.25206
C 2.82011 -0.30464 -0.05397
C -1.74781 0.04041 0.02933
H -1.96263 1.65395 -1.31052
N -1.60252 -1.07752 -0.70480
H 0.56399 -0.24460 1.59312
H -2.90984 1.73387 -0.01666
C 1.27591 -0.45414 -0.33113
H 0.86488 -0.00630 -1.19266
H -1.96186 -1.64238 1.39839
H 3.49250 -0.86821 -0.66891
H -2.18353 -1.19581 -1.48517
*
```

The calculation puts the gap between HOMO and LUMO at 0.3521 Eh.

=====

B) Formula: C4H12N3
Source: the OMol25 dataset
Level of theory: the ωB97M-V functional and the def2-TZVPD basis

ORCA input file:
```
! wB97M-V def2-TZVPD RIJCOSX def2/J DEFGRID3
* xyz 1 1
H 0.55561 1.39224 -1.65532
H -0.12663 -2.09141 -0.48489
H 2.68097 0.23760 0.39665
H -2.91047 -2.21162 -0.09532
H 1.87496 0.25584 1.91757
H -2.55230 0.49706 -0.41341
N 0.36558 -1.15534 -0.58033
N 1.79488 0.26022 0.91667
C -0.63535 -0.13136 -0.63260
H 1.08772 -0.80164 0.28994
C 0.02132 1.26236 -0.68553
N -2.31060 -1.54311 0.35753
H 0.63022 1.96336 1.33323
C 1.02020 1.44639 0.46150
H 1.78599 2.11699 0.05737
H -0.77974 2.04794 -0.59607
H -1.55990 -1.80509 1.02243
C -1.90861 -0.35180 -0.23883
H 0.96617 -1.38862 -1.37058
*
```

The calculation puts the gap between HOMO and LUMO at 0.3519 Eh. The structure (SMILES) is N/C=C(\[NH3+])CCN.

=====

Calculated relative energies: A) 79.9; B) 0.0, given in kcal/mol

=====

A) Formula: CH6F3PSi2
Source: the OMol25 dataset
Level of theory: the ωB97M-V functional and the def2-TZVPD basis

ORCA input file:
```
! wB97M-V def2-TZVPD RIJCOSX def2/J DEFGRID3
* xyz 0 1
F -2.06712 1.31285 -0.63713
H 1.93372 1.22042 0.87902
F -2.64664 -0.05943 1.08058
P -1.44841 -0.04170 -0.07664
Si 0.96004 -1.81754 -0.13795
H 0.12683 -2.73361 0.57856
H 2.34141 -1.48126 0.43463
Si 0.86637 1.73671 0.21801
C 0.17212 -0.12986 -0.10363
H 0.97420 -2.10453 -1.69457
H -0.00449 2.62636 1.27281
F -2.31501 -1.09964 -0.91268
H 1.10699 2.57121 -0.90100
*
```

The calculation puts the gap between HOMO and LUMO at 0.3698 Eh.

=====

B) Formula: CH6F3PSi2
Source: the OMol25 dataset
Level of theory: the ωB97M-V functional and the def2-TZVPD basis

ORCA input file:
```
! wB97M-V def2-TZVPD RIJCOSX def2/J DEFGRID3
* xyz 0 1
Si 1.21159 1.57706 0.13217
F -2.46701 1.16632 -0.97667
H 2.08772 1.24513 1.21748
F -2.83129 -0.99596 -0.19708
H 0.15717 2.70111 0.35959
F -2.40637 0.80179 1.30081
Si 0.84126 -1.63302 -0.17163
H -0.00845 -2.74345 -0.99637
H 1.22363 -2.38145 1.14889
C -0.13029 -0.09233 0.14836
H 2.26500 -1.42051 -0.75636
P -1.73927 0.07720 -0.00683
H 1.79632 1.69812 -1.20236
*
```

The calculation puts the gap between HOMO and LUMO at 0.3517 Eh. The structure (SMILES) is FP(F)(F)=C([SiH3])[SiH3].

=====

Calculated relative energies: A) 3.7; B) 0.0, given in kcal/mol

=====

A) Formula: C9H13NO3S
Source: the OMol25 dataset
Level of theory: the ωB97M-V functional and the def2-TZVPD basis

ORCA input file:
```
! wB97M-V def2-TZVPD RIJCOSX def2/J DEFGRID3
* xyz 0 1
C -1.39664 -0.77150 -0.87774
H 1.33795 2.93033 0.83738
O 0.22260 0.68362 -3.03226
H -1.89707 0.10779 -1.23699
C 0.95285 0.68112 2.49602
N 0.35681 2.71606 1.08664
O -0.65605 2.45274 -1.48582
C -1.82554 -3.03679 -0.07287
H 1.77416 0.48021 -0.17864
C 0.75126 0.44576 -0.45039
O 1.68523 2.34297 -2.02415
C 0.32915 -2.04725 -0.23583
C -0.40620 -3.10770 0.15356
H 1.39368 -2.03155 0.05477
C -0.01380 -0.74983 -0.60542
H 0.12452 -4.04536 0.33650
C -2.26886 -1.83934 -0.64967
H 0.84780 -0.35409 2.39299
H -0.20401 2.97252 0.21456
H -0.87988 1.14107 1.39898
H 0.61792 1.13607 3.42374
C 0.22232 1.42019 1.27763
S 0.31877 1.45715 -1.82711
H 2.27475 1.75169 -2.50514
H -3.24240 -1.78900 -1.11560
H 2.08073 0.91487 2.45120
H -2.50004 -3.86174 0.17366
*
```

The calculation puts the gap between HOMO and LUMO at 0.3190 Eh.

=====

B) Formula: C9H13NO3S
Source: the OMol25 dataset
Level of theory: the ωB97M-V functional and the def2-TZVPD basis

ORCA input file:
```
! wB97M-V def2-TZVPD RIJCOSX def2/J DEFGRID3
* xyz 0 1
C 4.25406 0.79547 -0.15796
O -3.38519 1.06507 0.85575
H 4.35913 -0.22244 -2.04037
H 1.68966 0.58650 2.02235
N -2.95491 0.95878 -1.30230
C -4.07814 -2.31803 0.10813
C 0.28746 -0.85462 0.36860
H 5.29291 1.16550 -0.39400
C 3.70709 -0.04990 -1.13476
H -2.33147 0.80970 -2.07580
C 1.73384 -0.41764 0.09942
H -4.66535 -2.16045 -0.78158
H 1.98388 -1.08975 -1.93252
C 2.30318 0.30011 1.13895
H 0.08114 -1.24168 1.37937
C 3.54147 0.91294 0.99685
H -3.10517 0.93561 1.73259
H -2.97033 -2.24804 -0.00078
S -0.66985 0.80882 0.30872
O -0.16977 1.44806 -0.89922
C 2.47307 -0.66351 -1.07810
O -0.35651 1.52241 1.56398
H 3.90157 1.45646 1.88189
H -4.60507 -2.21324 1.03233
H -3.41305 1.84825 -1.27265
C -2.70213 0.41337 -0.08202
H -0.20150 -1.54772 -0.33690
*
```

The calculation puts the gap between HOMO and LUMO (alpha / beta) at 0.2891 / 0.2990 Eh.

=====

Calculated relative energies: A) 0.0; B) 55.3, given in kcal/mol

=====

A) Formula: C3H8N4O
Source: the OMol25 dataset
Level of theory: the ωB97M-V functional and the def2-TZVPD basis

ORCA input file:
```
! wB97M-V def2-TZVPD RIJCOSX def2/J DEFGRID3
* xyz 0 1
C 0.05914 2.29416 0.31429
N -0.49001 1.03873 -0.16873
H 1.26447 -1.08359 1.17628
N -0.01612 -2.43356 0.21438
H 0.19610 -3.08377 0.95392
H 0.31081 2.94345 -0.52461
H 1.02240 -0.44513 -2.59341
O 0.45652 -0.83560 -1.91400
C 0.53272 -1.16366 0.37280
H 0.96289 2.09683 0.89443
H -0.66280 2.78414 0.96920
N 1.07609 -0.45764 -0.73042
H -1.00292 -2.43282 -0.00635
C -0.90164 0.00106 0.76189
N -1.89095 -0.23182 1.37334
H -0.91671 1.00921 -1.09301
*
```

The calculation puts the gap between HOMO and LUMO (alpha / beta) at 0.2915 / 0.2690 Eh.

=====

B) Formula: C3H8N4O
Source: the OMol25 dataset
Level of theory: the ωB97M-V functional and the def2-TZVPD basis

ORCA input file:
```
! wB97M-V def2-TZVPD RIJCOSX def2/J DEFGRID3
* xyz 0 1
N 1.37366 0.08157 -0.09296
H 3.37121 0.11932 0.04218
N 1.48956 1.55171 -0.03747
H -4.31590 -0.23153 0.31913
C 2.54755 -0.59943 0.17659
N -2.24232 -0.28611 0.09934
H 2.65838 -1.49536 -0.57328
N -0.03995 -1.86386 -0.11759
H 1.31804 2.04940 -0.94313
H 2.25767 -0.80790 1.36404
C -3.34587 0.27544 0.06399
H -3.36510 1.43814 -0.08171
O -1.04541 0.33522 -0.20098
C 0.10786 -0.58081 -0.23258
H -1.20915 -1.84688 -0.41528
H 0.43975 1.86108 0.62972
*
```

The calculation puts the gap between HOMO and LUMO at 0.3345 Eh.

=====

Calculated relative energies: A) 0.0; B) 12.3, given in kcal/mol